C11H24IO3P2W | the ωB97M-V functional and the def2-TZVPD basis

Geometry as XYZ:
```
42
Properties=species:S:1:pos:R:3:forces:R:3
C -0.017 -0.567 -3.083 0.0 -0.5 -0.3
C 0.013 0.521 -2.017 0.2 2.5 -2.8
H -0.004 -0.094 -4.068 0.0 -0.1 0.1
H -0.904 -1.194 -2.961 -0.1 0.2 0.0
H 0.833 -1.243 -2.961 0.1 0.2 0.0
O 0.043 1.690 -2.358 -0.1 -2.0 0.9
I -0.012 -0.541 2.836 0.6 -1.9 0.5
W 0.000 0.000 0.000 0.6 -1.9 2.1
P 2.363 -0.177 0.097 5.3 -2.4 -2.5
C 3.169 1.367 0.644 0.8 0.9 -1.1
C 2.977 -1.445 1.249 0.7 -1.0 -0.1
H 4.009 -1.707 0.995 -0.2 -0.1 -0.2
H 4.279 -0.612 -1.346 -0.1 0.1 0.1
H 2.332 -2.324 1.189 0.2 -0.2 -0.1
H 2.841 -1.534 -1.850 0.1 0.0 0.0
H 2.783 1.620 1.636 1.8 1.4 -0.6
H 2.922 -1.042 2.263 1.1 -1.5 -0.9
C 3.195 -0.566 -1.486 -0.6 0.2 -0.2
H 4.255 1.238 0.686 0.0 0.0 0.1
H 2.952 0.199 -2.227 0.2 0.0 0.0
H 2.927 2.176 -0.051 0.2 0.0 0.0
P -2.370 -0.042 0.101 -3.8 -0.1 -0.5
C -3.084 1.546 0.646 0.4 0.0 0.0
C -3.224 -0.388 -1.478 0.3 -0.1 0.0
H -2.460 -2.185 1.197 -0.3 -0.2 0.0
H -4.099 -1.472 1.008 0.2 0.0 0.2
H -2.971 -0.869 2.271 -0.2 0.0 0.1
C -3.052 -1.270 1.258 0.4 0.0 -0.1
H -2.924 -1.373 -1.842 -0.2 0.0 0.0
H -4.310 -0.374 -1.336 0.2 0.0 0.0
H -4.176 1.481 0.690 0.1 -0.1 0.0
H -2.796 2.340 -0.049 -0.1 0.0 0.1
H -2.943 0.363 -2.222 -0.1 0.0 0.0
H -2.684 1.778 1.638 -0.2 0.1 0.0
C 0.052 1.795 0.471 -1.4 5.8 -1.0
O 0.084 2.907 0.777 -1.3 0.2 -3.6
C 0.502 2.147 2.724 0.0 1.2 3.3
C 1.204 0.851 1.410 -4.0 3.0 3.6
O 1.937 0.324 2.280 -2.0 -1.9 5.5
H -0.616 2.267 2.811 1.3 0.1 -0.8
H 1.056 3.119 2.730 -0.4 -0.8 -1.1
H 0.763 1.850 3.767 0.4 -1.0 -0.7
```
Positions in Å, forces in eV/Å.

The energy above the lowest of the compared OMol25 structures with the same formula, charge and spin is 8.5201 eV. The value obtained for the molar mass is 577.002 g/mol. The orbital gap (spin up / spin down) is 6.456 / 5.993 eV. Its spin multiplicity is 3. Its net charge is +3. The calculation puts the total energy at -1705.1459 Eh. The expectation value of S² is 2.043. As for the highest occupied orbital energy (spin up / spin down): -20.2 / -19.9 eV. As for the LUMO energy (spin up / spin down): -0.5053 / -0.5097 Eh.

---

C11H24N3O5Tl | the ωB97M-V functional and the def2-TZVPD basis

Geometry as XYZ:
```
44
Properties=species:S:1:pos:R:3:forces:R:3
Tl -2.485 2.028 0.943 0.0 0.0 0.0
C 4.373 0.579 3.830 -0.8 0.4 -0.1
C 2.985 0.625 3.214 3.1 0.5 1.9
O 2.916 0.466 1.974 -1.8 0.1 0.3
O 1.961 0.814 3.920 -0.2 -0.3 -1.8
H 4.760 1.509 4.245 -0.8 0.5 0.3
H 5.102 0.473 3.027 0.1 -0.9 -0.2
H 4.384 -0.157 4.635 0.3 -0.3 -0.3
C 1.949 7.775 0.539 -0.2 0.4 1.0
C 0.725 7.934 -0.301 0.8 1.1 -0.8
O 0.023 6.981 -0.443 -2.0 -2.7 -0.4
N 0.445 9.086 -0.940 -0.6 1.2 -1.0
C -0.654 9.331 -1.945 0.4 -0.6 0.1
H 1.562 7.262 1.419 0.2 0.1 0.2
H 2.366 8.733 0.848 0.3 -0.2 -0.1
H 2.670 7.087 0.098 0.0 0.4 -0.3
H 0.941 9.904 -0.616 0.0 0.0 -0.3
H -1.229 8.454 -2.244 0.1 -0.4 1.1
H -0.276 9.562 -2.941 0.7 0.7 0.3
H -1.355 10.099 -1.616 0.3 0.0 0.1
C 0.738 -3.164 -4.387 -0.1 -2.2 0.9
C -0.634 -2.770 -3.796 1.6 2.4 -0.3
O -0.715 -1.647 -3.259 0.0 -0.8 -0.3
N -1.704 -3.547 -3.864 -0.8 -2.1 -1.1
C -1.862 -4.859 -4.674 0.8 2.2 1.3
H 0.716 -4.227 -4.625 -0.4 -0.2 -0.6
H 1.457 -3.272 -3.574 0.0 0.9 0.3
H 1.226 -2.671 -5.227 -0.8 0.6 0.2
H -2.566 -3.050 -3.689 0.1 -0.1 0.3
H -1.450 -4.622 -5.654 -0.5 -0.6 -0.1
H -2.928 -5.081 -4.631 0.3 -0.1 -0.4
H -1.274 -5.629 -4.174 -0.2 0.0 -0.2
C -0.959 -5.102 1.513 1.3 -1.8 0.7
C -2.001 -4.458 2.352 1.0 -6.6 1.5
O -2.370 -3.448 2.019 -2.9 10.7 -3.6
N -2.672 -4.967 3.407 1.4 -2.9 1.5
C -2.247 -6.213 4.059 -1.2 0.4 0.5
H -0.248 -4.328 1.223 0.0 -0.2 0.1
H -1.285 -5.623 0.612 -0.7 0.4 0.0
H -0.477 -5.906 2.068 0.5 0.1 0.1
H -3.327 -4.370 3.890 0.1 0.1 -0.3
H -1.195 -6.255 4.340 0.1 0.0 -0.4
H -2.573 -7.045 3.435 0.4 -0.2 0.0
H -2.812 -6.288 4.988 0.1 -0.1 0.0
```
Positions in Å, forces in eV/Å.

The energy above the lowest of the compared OMol25 structures with the same formula, charge and spin is 4.5116 eV. The value obtained for the molar mass is 482.712 g/mol. The orbital gap is 1.546 eV. Its spin multiplicity is 1. Its net charge is +2. The calculation puts the total energy at -1145.6464 Eh. As for the highest occupied orbital energy: -13.5 eV. As for the LUMO energy: -0.4402 Eh.

---

C11H24NO | the ωB97M-V functional and the def2-TZVPD basis

Geometry as XYZ:
```
37
Properties=species:S:1:pos:R:3:forces:R:3
C -1.836 1.116 0.313 1.0 -2.1 -0.5
C -0.607 2.008 0.373 1.6 0.8 0.4
C -1.908 0.172 -0.915 -2.3 -1.1 0.2
C -0.395 -1.717 -0.208 -2.4 2.4 -1.0
C 0.576 1.443 1.229 -1.9 -1.6 -1.6
C 1.232 0.274 0.400 1.6 2.6 0.6
C 1.506 2.532 1.632 -0.5 0.2 2.6
C 2.713 0.150 0.652 -0.5 -0.9 0.1
C -1.426 -2.270 -3.079 -1.0 -0.5 2.3
C 0.652 -1.258 2.164 0.4 0.2 0.3
C -0.561 -1.123 -2.551 -0.2 2.0 -1.5
N -0.828 -0.804 -1.190 1.1 -1.9 3.5
O 0.851 -1.018 0.767 -3.0 -1.5 -0.9
H -1.907 0.479 1.231 0.0 0.8 -0.4
H -2.718 1.703 0.219 -0.8 0.5 0.2
H -0.146 2.414 -0.588 -1.0 -0.8 0.7
H -0.866 2.896 0.933 -0.4 0.5 0.0
H -2.945 -0.357 -1.012 1.6 0.4 0.9
H -2.067 0.819 -1.755 0.9 0.4 -0.8
H -1.194 -1.870 0.510 0.4 0.1 0.7
H 0.085 -2.645 -0.456 0.4 0.1 -0.7
H 0.051 1.013 2.084 0.4 0.0 0.3
H 0.926 0.515 -0.625 0.5 -0.9 0.0
H 1.547 3.282 0.855 1.1 0.1 -0.3
H 2.410 2.083 2.112 -0.3 1.0 -1.0
H 1.013 3.064 2.495 0.4 -0.3 -0.8
H 2.890 -0.165 1.665 0.1 0.5 0.7
H 3.231 1.000 0.433 1.4 2.5 -0.3
H 3.217 -0.615 0.128 0.0 -1.1 -1.2
H -2.381 -1.847 -3.441 0.0 -0.4 0.9
H -1.104 -2.744 -3.965 1.1 -0.7 -0.7
H -1.551 -3.068 -2.182 0.0 1.7 -2.4
H 1.364 -0.593 2.674 -0.9 -0.4 0.3
H -0.386 -1.303 2.513 0.1 0.9 -0.3
H 0.981 -2.242 2.228 0.8 -1.8 0.7
H 0.535 -1.194 -2.713 -0.7 -0.2 -0.1
H -0.952 -0.130 -2.928 1.1 -1.3 -1.1
```
Positions in Å, forces in eV/Å.

The energy above the lowest of the compared OMol25 structures with the same formula, charge and spin is 0.9446 eV. The value obtained for the molar mass is 186.319 g/mol. The orbital gap is 10.768 eV. Its spin multiplicity is 1. Its net charge is +1. The calculation puts the total energy at -563.1470 Eh. As for the highest occupied orbital energy: -13.2 eV. As for the LUMO energy: -0.0898 Eh.

---

C11H24O3 | the ωB97M-V functional and the def2-TZVPD basis

Geometry as XYZ:
```
38
Properties=species:S:1:pos:R:3:forces:R:3
C 1.001 0.646 3.079 -1.2 1.6 0.9
C 0.898 -0.829 3.636 6.0 2.1 -2.7
C 0.978 -1.590 2.387 -1.9 -5.2 -0.7
C -0.298 -1.603 1.475 -0.7 1.0 4.6
C -0.231 -2.324 0.112 0.6 -0.9 0.1
C -1.511 -2.110 -0.701 -0.8 -4.1 0.9
C -1.913 -0.873 -1.470 -5.9 -2.0 3.3
C 0.501 1.408 -1.964 -0.5 0.0 -3.7
C 0.454 1.027 -3.506 -1.9 3.0 -1.2
C 1.967 1.753 -1.701 0.0 -1.9 4.7
C -1.340 2.786 -0.543 2.7 -1.7 2.8
H 0.199 0.941 2.316 0.9 -0.7 1.2
H 0.927 1.393 3.865 -0.5 0.1 0.4
H 1.923 1.024 2.609 0.2 -1.3 0.0
H 1.941 -1.222 4.057 -2.2 1.6 0.2
H 0.126 -1.157 4.198 -2.6 -0.2 2.1
H 1.859 -1.367 1.875 1.4 0.6 -1.1
H 1.127 -2.668 2.763 -0.1 0.9 -1.0
H -1.138 -1.808 2.409 1.5 -0.9 -3.0
H -0.578 -0.515 1.566 0.2 -0.8 -2.0
H 0.261 -3.550 0.033 -1.9 3.8 0.8
H 0.394 -1.747 -0.534 1.6 0.1 0.3
H -1.461 -3.042 -1.423 -0.6 1.9 1.0
H -2.335 -2.268 0.040 0.2 -0.3 -1.0
H -2.652 -1.459 -2.181 1.4 2.1 0.6
H -2.813 -0.191 -0.723 3.0 -1.3 -2.0
H 0.998 -0.112 -3.758 -1.5 4.1 0.4
H -0.691 1.025 -3.551 1.9 -0.7 -1.1
H 0.534 2.197 -4.076 1.0 -3.9 1.0
H 2.533 0.688 -1.936 -1.1 2.9 1.2
H 1.919 2.167 -0.488 1.0 -1.7 -3.1
H 2.483 2.555 -2.217 -0.8 0.0 -0.6
H -2.373 3.213 -0.585 1.2 -0.1 -1.6
H -0.738 3.436 0.302 -1.1 -1.3 -2.6
H -1.528 1.824 0.033 0.4 0.8 -0.8
O -1.011 -0.232 -2.154 -0.2 0.6 -3.1
O 0.100 0.160 -1.447 1.7 0.4 3.6
O -0.513 2.422 -1.799 -1.2 1.4 1.3
```
Positions in Å, forces in eV/Å.

The energy above the lowest of the compared OMol25 structures with the same formula, charge and spin is 8.4433 eV. The value obtained for the molar mass is 204.310 g/mol. The orbital gap is 10.214 eV. Its spin multiplicity is 1. The calculation puts the total energy at -658.7840 Eh. As for the highest occupied orbital energy: -9.4 eV. As for the LUMO energy: 0.0287 Eh.

---

> energy above the lowest of the compared OMol25 structures with the same formula, charge and spin of number 2 (C11H24N3O5Tl)?

4.5116 eV

---

> Number 1 is which compound?

C11H24IO3P2W

---

> The highest energy above the lowest of the compared OMol25 structures with the same formula, charge and spin belongs to which entry?

C11H24IO3P2W